(1)
Entry from the OMol25 dataset: an isolated ion of composition C10H23N3O and charge +2 at a distorted geometry (wB97M-V/def2-TZVPD).

Computed properties:
F_max   5.3 eV/A
Energy above the lowest of the compared OMol25 structures with the same formula, charge and spin   0.0 kcal/mol
E_HOMO   -16.974 eV
Gap between HOMO and LUMO   0.35776 Eh
Charge   +2
E   -17238.6164 eV

Cartesian coordinates (Å):
C (-0.7516, -0.4963, 0.3450)
C (1.9532, 0.5958, 0.5633)
C (1.2440, 0.2002, -0.7110)
C (2.7907, -0.3738, 1.3889)
C (0.9361, 2.8841, 0.9355)
C (1.2801, 1.3475, -1.7276)
C (2.1652, -0.8827, -1.5066)
C (-2.2856, -2.2656, 1.0055)
C (-2.7033, -1.2010, -1.1427)
C (-2.8991, 0.0305, 0.8406)
N (1.7038, 1.6953, 1.2124)
N (-0.1678, -0.2100, -0.7804)
N (-2.1056, -0.9977, 0.2170)
O (2.3216, 1.8475, 2.4157)
H (3.0640, -1.1639, 0.7512)
H (2.2629, -0.6101, 2.4346)
H (3.6994, 0.0368, 1.8337)
H (0.1276, 2.5946, 0.1631)
H (1.6040, 3.6522, 0.5085)
H (0.5140, 3.2288, 1.8892)
H (0.6806, 2.1997, -1.3806)
H (1.0185, 0.9612, -2.6276)
H (2.3672, 1.6234, -1.9964)
H (2.3303, -1.8602, -0.9785)
H (3.1925, -0.4903, -1.5779)
H (1.8479, -0.9572, -2.5642)
H (-1.7843, -3.1351, 0.5496)
H (-1.6937, -1.9804, 1.9585)
H (-3.4111, -2.4965, 0.9373)
H (-3.7715, -1.5119, -0.9346)
H (-2.6997, -0.2996, -1.6282)
H (-2.2287, -1.8283, -1.7897)
H (-3.9751, -0.0626, 0.8715)
H (-2.7934, -0.0232, 2.0294)
H (-2.7813, 1.0308, 0.4333)
H (-0.5412, -0.5602, -1.7114)
H (2.4208, 2.8417, 2.5663)

Atoms 1-2, force components in eV/Å:
C 1.1933 0.3773 0.1916
C -1.0255 -0.5782 3.2731

***

(2)
Entry from the OMol25 dataset: a 2-piece molecular cluster, C11H22NO overall at a distorted geometry (wB97M-V/def2-TZVPD).

Computed properties:
F_max   4.5 eV/A
Energy above the lowest of the compared OMol25 structures with the same formula, charge and spin   68.5 kcal/mol
E_HOMO (spin up / spin down)   -13.136 / -13.133 eV
Gap between HOMO and LUMO (spin up / spin down)   0.31665 / 0.31647 Eh
Charge   +1
E   -15292.2785 eV

Cartesian coordinates (Å):
C (1.0652, 1.6173, -0.6860)
C (1.8370, 0.3234, -0.3964)
C (0.0602, -0.1633, -1.8162)
C (-0.1317, -0.8096, 0.3349)
C (-0.3422, 1.0923, -1.0201)
C (-0.9534, 0.4427, 0.2685)
C (-1.2245, 2.0868, -1.7441)
C (-2.4268, 0.0460, 0.0770)
C (-0.8570, 1.3211, 1.5209)
C (1.4996, -2.0538, -0.9873)
C (0.7987, -2.0038, 2.9129)
N (0.8610, -0.7685, -0.7233)
O (1.2282, -1.0541, 2.0479)
H (1.0711, 2.3081, 0.1505)
H (1.4761, 2.1367, -1.5506)
H (2.7116, 0.2085, -1.0349)
H (2.1299, 0.2131, 0.6463)
H (-0.7656, -0.8114, -2.1055)
H (0.6826, 0.0510, -2.6846)
H (-0.5936, -1.7690, 0.5148)
H (-0.6955, 2.5155, -2.5902)
H (-1.5047, 2.8997, -1.0805)
H (-2.1297, 1.6161, -2.1158)
H (-2.5964, -0.4823, -0.8562)
H (-3.0442, 0.9373, 0.0821)
H (-2.7507, -0.5926, 0.8913)
H (-1.4973, 0.9169, 2.2985)
H (-1.1928, 2.3274, 1.2925)
H (0.1547, 1.3475, 1.9102)
H (0.7497, -2.7977, -1.2504)
H (2.2061, -1.9614, -1.8099)
H (2.0277, -2.3696, -0.0891)
H (-0.2145, -1.8223, 3.2961)
H (1.4754, -1.9202, 3.7785)
H (0.8856, -3.0280, 2.5183)

Atoms 1-2, force components in eV/Å:
C -0.1758 -0.0506 -0.0519
C 0.7514 0.8653 0.5303

***

(3)
Entry from the OMol25 dataset: a single C4H9NO2 molecule (wB97M-V/def2-TZVPD).

Computed properties:
F_max   0.3 eV/A
Energy above the lowest of the compared OMol25 structures with the same formula, charge and spin   9.2 kcal/mol
E_HOMO   -9.949 eV
Gap between HOMO and LUMO   0.39510 Eh
Charge   0
E   -9879.6604 eV

Cartesian coordinates (Å):
C (0.4377, 2.1322, 0.2868)
C (-0.2183, 0.8580, -0.2133)
O (0.4527, 0.5147, -1.4170)
C (-0.1387, -0.2785, 0.8256)
C (-0.6857, -1.5707, 0.2432)
N (0.2026, -2.2587, -0.5440)
O (-1.8387, -1.9316, 0.3836)
H (1.5047, 1.9512, 0.4565)
H (-0.0176, 2.4755, 1.2217)
H (0.3440, 2.9163, -0.4705)
H (-1.2865, 1.0419, -0.4105)
H (-0.0333, -0.2056, -1.8398)
H (0.9036, -0.4041, 1.1481)
H (-0.7489, -0.0320, 1.7006)
H (-0.0531, -3.1889, -0.8340)
H (1.1757, -2.0197, -0.5369)

Atoms 1-2, force components in eV/Å:
C 0.0077 -0.0064 0.0257
C -0.1813 0.1082 0.2563

***

(4)
Entry from the OMol25 dataset: a single C3H9N2O molecule at a distorted geometry (wB97M-V/def2-TZVPD).

Computed properties:
2S+1   2
F_max   1.5 eV/A
Energy above the lowest of the compared OMol25 structures with the same formula, charge and spin   32.7 kcal/mol
E_HOMO (spin up / spin down)   -4.067 / -8.797 eV
Gap between HOMO and LUMO (spin up / spin down)   0.18589 / 0.34728 Eh
Charge   0
E   -8281.7213 eV

Cartesian coordinates (Å):
N (2.2406, 0.4316, 0.3427)
C (0.6506, 0.1288, 0.7643)
C (0.1274, -0.7315, -0.2928)
N (-1.1014, -0.4787, -0.8728)
C (-2.2568, 0.2048, -0.3606)
O (0.8059, -1.6934, -0.6939)
H (2.8494, 0.3562, 1.1778)
H (2.4496, -0.2359, -0.4050)
H (2.3370, 1.3744, -0.0525)
H (0.1196, 1.0690, 0.8942)
H (0.8578, -0.4059, 1.7109)
H (-1.3053, -1.2202, -1.5252)
H (-2.0389, 1.2277, -0.0262)
H (-3.0055, 0.2657, -1.1584)
H (-2.7299, -0.2927, 0.4975)

Atoms 1-2, force components in eV/Å:
N 0.7192 1.1100 -0.0956
C -1.4159 -0.5672 0.0917

***

(5)
Entry from the OMol25 dataset: a single C2H4O2S2 molecule at a distorted geometry (wB97M-V/def2-TZVPD).

Computed properties:
F_max   3.8 eV/A
Energy above the lowest of the compared OMol25 structures with the same formula, charge and spin   49.1 kcal/mol
E_HOMO   -9.057 eV
Gap between HOMO and LUMO   0.33635 Eh
Charge   0
E   -27902.2088 eV

Cartesian coordinates (Å):
O (0.5901, 0.6240, -1.6802)
C (0.6402, -0.0031, -0.4758)
C (-0.5524, -0.6560, 0.1817)
S (-1.8571, 0.5700, 0.4812)
O (1.2446, 0.7449, 0.5322)
S (2.3001, -0.5434, 0.0825)
H (1.1009, 1.4291, -1.5523)
H (-0.3646, -1.0189, 1.1526)
H (-1.0126, -1.4551, -0.4975)
H (-2.0892, 0.3086, 1.7757)

Atoms 1-2, force components in eV/Å:
O -1.0338 -0.6045 0.2981
C 1.0177 0.4144 1.9303

***

(6)
Entry from the OMol25 dataset: a 3-piece molecular cluster, C17H39N2O7 overall (wB97M-V/def2-TZVPD).

Computed properties:
F_max   0.4 eV/A
Energy above the lowest of the compared OMol25 structures with the same formula, charge and spin   0.0 kcal/mol
E_HOMO   -3.957 eV
Gap between HOMO and LUMO   0.23565 Eh
Charge   -1
E   -35572.4028 eV

Cartesian coordinates (Å):
C (0.9267, -1.5991, 0.1710)
C (-0.5903, -1.6179, 0.3364)
C (-1.2545, -0.2512, 0.4820)
O (-2.5777, -0.3581, 0.9472)
C (-3.4824, -0.9045, -0.0221)
C (-3.8159, -2.3920, 0.2276)
O (-4.5204, -2.6101, 1.2297)
O (-3.3555, -3.2075, -0.6054)
H (1.4590, -1.4467, 1.1093)
H (1.2210, -0.8173, -0.5386)
H (1.2420, -2.5482, -0.2681)
H (-0.8981, -2.2213, 1.1911)
H (-1.0299, -2.0948, -0.5436)
H (-0.7278, 0.3933, 1.1945)
H (-1.2363, 0.2717, -0.4881)
H (-4.4081, -0.3235, 0.0304)
H (-3.0655, -0.7915, -1.0244)
C (0.5440, -3.2376, -7.0386)
O (1.1590, -2.5481, -5.9730)
C (1.4259, -1.1763, -6.2254)
C (0.5594, -0.2755, -5.3729)
N (-0.8360, -0.3380, -5.7822)
C (-1.7579, 0.3907, -4.9131)
C (-1.9190, -0.0879, -3.4746)
O (-2.5487, -1.3399, -3.3514)
C (-1.7018, -2.4719, -3.4246)
H (0.5097, -4.2904, -6.7642)
H (-0.4793, -2.8923, -7.2208)
H (1.1202, -3.1339, -7.9648)
H (1.2859, -0.9472, -7.2869)
H (2.4760, -0.9966, -5.9745)
H (0.9108, 0.7550, -5.4907)
H (0.7114, -0.5611, -4.3231)
H (-1.1249, -1.3075, -5.8158)
H (-2.7446, 0.3571, -5.3816)
H (-1.4482, 1.4421, -4.8975)
H (-2.5716, 0.6289, -2.9661)
H (-0.9666, -0.0846, -2.9279)
H (-0.7022, -2.2572, -3.0338)
H (-1.6149, -2.8462, -4.4529)
H (-2.1595, -3.2457, -2.8066)
C (1.5717, 2.8031, 7.8682)
O (0.9795, 3.4396, 6.7568)
C (1.8816, 4.1772, 5.9434)
C (2.0379, 3.5446, 4.5783)
N (2.7389, 2.2714, 4.6618)
C (2.7961, 1.5229, 3.4081)
C (1.4869, 1.0351, 2.8005)
O (0.8395, 0.0330, 3.5516)
C (-0.0613, 0.4794, 4.5450)
H (0.7654, 2.3842, 8.4677)
H (2.2445, 1.9910, 7.5721)
H (2.1320, 3.5158, 8.4828)
H (2.8545, 4.2687, 6.4364)
H (1.4663, 5.1821, 5.8214)
H (2.6189, 4.2226, 3.9450)
H (1.0364, 3.4534, 4.1362)
H (2.2904, 1.6955, 5.3629)
H (3.4248, 0.6460, 3.5810)
H (3.3110, 2.1418, 2.6654)
H (1.7212, 0.5735, 1.8393)
H (0.7940, 1.8580, 2.5823)
H (-0.5492, 1.4137, 4.2545)
H (0.4315, 0.6179, 5.5140)
H (-0.8260, -0.2879, 4.6590)

Atoms 1-2, force components in eV/Å:
C -0.2453 0.0170 -0.2871
C -0.1118 0.0526 -0.1810